# 1
Below is 2 unconnected molecules or ions with the total composition C3H6FNO in a non-equilibrium geometry, with properties calculated with wB97M-V/def2-TZVPD.

Results
orbital gap = 0.3818 Eh
HOMO energy = -9.52 eV
energy above the lowest of the compared OMol25 structures with the same formula, charge and spin = 186.4 kJ/mol

Cartesian coordinates (Å):
F 1.499078 0.899873 1.237423
O -1.995714 -0.008637 -1.006793
N 0.098290 0.843418 -0.946851
C 0.376360 0.250642 0.946147
C 0.481591 -1.225444 0.892766
C -1.094520 0.642066 -1.474892
H -0.489562 0.715861 1.403466
H -1.173788 1.121313 -2.480788
H 0.809481 -1.588111 1.868653
H 1.211720 -1.534039 0.144732
H -0.489409 -1.648671 0.652423
H 0.766473 1.531728 -1.236286

Cartesian forces (eV/Å) of the 3 atoms listed first:
F 0.2 -0.1 0.2
O -0.7 -0.6 0.6
N 1.1 -1.6 4.6

***

# 2
Below is a molecular structure, C11H10ClDyF3 in a non-equilibrium geometry, with properties calculated with wB97M-V/def2-TZVPD.

Results
orbital gap (alpha / beta) = 0.2274 / 0.2282 Eh
⟨S²⟩ = 9.349
HOMO energy (alpha / beta) = -3.52 / -3.53 eV
spin multiplicity = 6
charge = -1

Cartesian coordinates (Å):
Dy -0.675048 -0.831721 0.956902
Cl -0.006693 -3.020351 1.751866
F -1.192285 0.923958 3.590823
F 0.990076 0.778702 3.302435
F -0.135751 2.393325 2.354225
C 1.788366 0.945496 -1.550327
C -1.973368 0.917974 -0.732199
C -1.486273 -0.079810 -1.618198
C -0.196021 1.032960 2.600385
C 2.366820 1.232255 -0.272023
C -2.797604 0.266770 0.261849
C 2.646689 -1.016924 -0.690031
C -2.799854 -1.148634 -0.029908
C 2.882709 0.015803 0.261214
C 1.971514 -0.442899 -1.805808
C -1.970616 -1.345494 -1.193805
H 3.343928 -0.097459 1.241862
H 1.212481 1.658554 -2.165038
H -3.217271 0.771648 1.138259
H -1.691552 -2.277278 -1.674385
H 1.562265 -0.985755 -2.668122
H 2.871629 -2.073113 -0.549902
H -0.910406 0.129786 -2.524491
H -3.156521 -1.945860 0.625535
H 2.355973 2.210287 0.232071
H -1.783188 1.987770 -0.843177

Cartesian forces (eV/Å) of the 3 atoms listed first:
Dy 3.6 2.0 -0.5
Cl 0.0 -1.0 0.5
F 0.2 0.0 -0.1

***

# 3
Below is 7 unconnected molecules or ions with the total composition C31H80F3N6O16S in a non-equilibrium geometry, with properties calculated with wB97M-V/def2-TZVPD.

Results
orbital gap = 0.3398 Eh
HOMO energy = -13.99 eV
charge = +3

Cartesian coordinates (Å):
S 20.652972 19.667678 10.842706
F 19.449762 17.424035 11.227638
F 20.984896 17.317805 9.806384
F 19.083944 18.314035 9.341381
O 19.413844 20.196709 11.365831
O 26.982819 22.838988 11.074367
O 19.687786 16.325029 14.389332
O 21.171333 20.381074 9.696088
O 17.350097 20.712756 13.248537
O 24.330562 23.552951 12.320687
O 18.278013 23.125586 8.688721
O 11.203733 14.488951 7.453303
O 19.606167 14.280038 15.263140
O 17.667183 14.508363 20.583873
O 17.594417 10.984506 16.684228
O 7.493686 13.492475 7.582977
O 21.825299 11.979198 13.268252
O 21.578878 19.300143 11.840959
O 23.476079 15.963143 13.999533
O 18.356549 15.886822 16.040349
N 17.401853 12.806322 18.638261
N 24.417573 22.085462 10.320312
N 21.331189 14.734543 12.978796
N 9.233389 14.195634 5.942845
N 17.039258 21.449786 10.576467
N 19.238766 15.525156 15.240261
C 17.431395 23.816474 7.829070
C 17.863105 15.143994 19.337789
C 22.957402 16.530470 12.780370
C 18.587592 10.938701 17.682739
C 11.551310 14.908083 6.150507
C 17.347763 19.294032 13.480199
C 18.047971 15.324334 21.729568
C 18.302752 21.727876 8.565763
C 18.708276 12.381383 18.179811
C 22.267424 15.392082 12.145676
C 23.215101 21.891233 11.139393
C 28.219818 23.491029 10.866480
C 24.595826 24.312874 13.530458
C 7.003043 13.288039 6.286190
C 16.946375 9.727215 16.422775
C 21.349053 12.407663 12.034999
C 8.304412 13.083108 5.493216
C 20.450939 13.699494 12.304294
C 17.094247 20.991971 9.200551
C 17.069302 14.258422 18.343785
C 10.502577 14.205052 5.258691
C 6.502023 13.818555 8.599978
C 23.432925 22.437272 12.541417
C 26.789087 21.747178 10.273390
C 24.039783 16.888016 14.887680
C 20.006942 18.099652 10.246481
C 16.164661 21.292253 12.875856
C 15.804884 21.098286 11.370813
C 11.997398 15.133250 8.414825
C 25.478158 21.026374 10.514071
C 21.065199 11.003481 13.929444
H 16.723976 9.180315 17.346516
H 10.319501 14.701121 4.280337
H 19.713321 13.389734 13.063219
H 22.514820 22.771365 12.964004
H 21.869732 14.348815 13.776611
H 5.814739 14.637304 8.317349
H 9.456373 14.062512 6.929561
H 19.511667 10.545985 17.239443
H 12.592598 14.532342 5.928219
H 15.049632 21.825028 11.071166
H 19.095355 21.286688 9.182000
H 18.844321 12.998903 17.298091
H 16.005946 14.397716 18.571805
H 21.561980 10.019460 13.746871
H 23.931815 21.754851 13.203364
H 25.414511 24.936701 13.224342
H 20.044351 10.831144 13.582615
H 18.325759 10.345446 18.570466
H 17.177652 22.483824 10.553984
H 23.734628 24.868765 13.836909
H 29.017940 22.739970 11.024215
H 17.548170 23.340005 6.814692
H 12.323516 16.140841 8.044658
H 8.767858 15.103883 5.870611
H 17.218586 19.847891 9.068607
H 8.797554 12.131743 5.792325
H 16.356490 23.833336 8.004858
H 19.103082 15.248349 21.854754
H 16.238441 22.408214 12.989030
H 22.768041 20.939793 11.083268
H 17.366059 16.119365 19.272149
H 10.792850 13.203968 4.902781
H 18.493436 21.478566 7.546244
H 11.546000 15.972720 6.023275
H 6.401881 12.438146 6.192956
H 24.806778 22.995040 10.619237
H 23.693660 16.862672 12.049730
H 28.191935 23.930628 9.928904
H 16.191494 21.252987 8.684875
H 17.917432 21.085113 11.118263
H 5.911047 12.893176 8.863793
H 20.749820 11.615381 11.580920
H 24.399144 16.283312 15.784551
H 16.770905 12.183160 18.107003
H 8.195928 13.203594 4.410679
H 22.508424 22.613463 10.684067
H 24.139057 22.046599 9.352846
H 19.988916 14.146133 11.436472
H 12.948242 14.610859 8.546787
H 16.919198 18.773984 12.615150
H 28.440406 24.211582 11.637401
H 15.999201 9.912159 15.894337
H 27.552914 20.937256 10.406461
H 17.236221 14.414377 17.311143
H 18.359335 19.004729 13.587689
H 24.983899 23.554818 14.248530
H 24.944102 17.297491 14.348811
H 17.838473 24.840593 7.718284
H 23.268429 17.599608 15.222687
H 21.765404 15.590786 11.234089
H 7.012091 14.183181 9.517970
H 15.455372 20.072366 11.116517
H 25.397650 20.235953 9.774722
H 23.018360 14.625208 11.970895
H 15.356147 21.053393 13.497714
H 20.679176 15.341590 13.520737
H 26.945877 21.955971 9.211148
H 25.394829 20.637798 11.489990
H 22.392076 17.412217 13.075005
H 19.474274 12.562613 18.913134
H 17.262108 12.626489 19.666059
H 22.196101 12.591244 11.392907
H 21.063018 11.178231 15.037591
H 18.912025 15.229350 19.054527
H 17.658875 9.048889 15.927262
H 6.431162 14.177436 5.854681
H 11.463086 15.230134 9.357204
H 17.516649 14.857407 22.570267
H 17.729206 16.329722 21.617915
H 16.718041 18.980197 14.380053

Cartesian forces (eV/Å) of the 3 atoms listed first:
S -1.4 0.6 -1.1
F -0.8 -0.5 1.2
F 0.5 -0.3 -1.1

***

# 4
Below is a molecular structure, C2H6N3S2 in a non-equilibrium geometry, with properties calculated with wB97M-V/def2-TZVPD.

Results
orbital gap (alpha / beta) = 0.2472 / 0.2474 Eh
HOMO energy (alpha / beta) = -12.52 / -12.51 eV
energy above the lowest of the compared OMol25 structures with the same formula, charge and spin = 374.1 kJ/mol
charge = +1

Cartesian coordinates (Å):
S -2.362643 -0.527485 2.584252
S 1.654681 0.904943 2.940064
N 0.192606 0.396583 2.785152
N 1.126477 0.215968 -1.062288
N -0.488177 -0.134446 0.768596
C -0.953629 0.086015 3.306025
C -1.660891 -0.515034 0.927289
H -1.141067 0.389551 4.303930
H 1.827286 -0.430589 -0.614136
H 0.306125 0.125918 -0.204633
H 1.532141 1.109811 -1.399572
H 0.693775 -0.181564 -1.846270
H -2.339331 -1.140279 0.328152

Cartesian forces (eV/Å) of the 3 atoms listed first:
S 0.2 0.2 -0.2
S -0.3 -0.1 0.0
N -1.8 -0.6 -0.3

***

# 5
Below is a single C16H27Cl2N5 molecule in a non-equilibrium geometry, with properties calculated with wB97M-V/def2-TZVPD.

Results
orbital gap = 0.3159 Eh
structure (SMILES) = CCCCN(c1nc(Cl)nc(Cl)n1)C1CC(C)(C)NC(C)(C)C1
HOMO energy = -8.26 eV

Cartesian coordinates (Å):
Cl -4.528800 -3.876770 1.347044
Cl -0.002834 -3.389499 4.048641
N -0.609161 -2.029102 1.824954
N -2.605065 -2.340703 0.680625
N -2.181384 -3.631989 2.537364
N 2.804531 0.701179 -0.679318
N -1.221639 -0.623648 0.033002
C 3.175340 1.122352 1.720574
C -1.477581 -1.715939 0.869011
C -4.398986 1.447010 -0.262238
C -1.023580 -2.987229 2.648589
C 1.859900 2.643825 0.294635
C -3.134521 0.891898 0.379804
C 2.518848 -0.638859 -1.224075
C 1.073333 -1.185642 -0.911622
C -2.342464 0.052954 -0.645552
C -2.973269 -3.229165 1.558010
C 3.643296 -1.565778 -0.670424
C 2.177711 1.178985 0.564923
C 0.883243 0.437380 0.947929
C 2.668567 -0.540518 -2.752508
C 0.157148 -0.103588 -0.296809
C -4.077195 2.479400 -1.370965
H 3.923996 1.892536 1.582962
H 2.653484 1.359863 2.672868
H -4.972220 3.055556 -1.596020
H 0.066831 0.679858 -1.044937
H -2.462933 1.671897 0.764958
H 0.216107 1.125316 1.454967
H 1.480827 3.060971 1.213596
H -3.357165 0.284082 1.243256
H 2.749754 3.181954 0.024518
H 3.694006 0.150961 1.751217
H -3.219563 3.106945 -1.135079
H -2.037322 0.747405 -1.453643
H 1.124785 2.781920 -0.494124
H 1.078002 -0.412922 1.609688
H -3.807813 1.914244 -2.284653
H 3.604746 -2.599880 -1.065553
H 0.645422 -1.585480 -1.830886
H -3.040909 -0.707693 -1.097206
H -4.956751 1.950436 0.520356
H 4.645981 -1.163890 -0.873278
H 1.128477 -2.027782 -0.209432
H 3.788317 0.956698 -0.771167
H 1.911797 0.113514 -3.180694
H 3.506918 -1.577759 0.397849
H 2.608424 -1.548155 -3.153213
H 3.615634 -0.102901 -2.992677
H -4.974271 0.595751 -0.695268

Cartesian forces (eV/Å) of the 3 atoms listed first:
Cl -0.3 -0.5 0.3
Cl -0.7 0.3 -1.2
N 0.8 -0.8 1.6

***

# 6
Below is a molecular structure, C3H3InO2 in a non-equilibrium geometry, with properties calculated with wB97M-V/def2-TZVPD.

Results
orbital gap (alpha / beta) = 0.3555 / 0.2459 Eh
⟨S²⟩ = 0.754
HOMO energy (alpha / beta) = -14.99 / -14.98 eV
spin multiplicity = 2
energy above the lowest of the compared OMol25 structures with the same formula, charge and spin = 0.0 kJ/mol
charge = +1

Cartesian coordinates (Å):
In -1.164945 -2.273967 -1.801294
O 0.008304 -1.570382 -0.347047
O -1.375967 -0.297015 -1.464464
C -0.088504 0.756099 0.238072
C -0.519527 -0.433543 -0.539108
C 0.994554 0.739535 1.018293
H -0.753848 1.620363 0.195727
H 1.695467 -0.096322 0.988496
H 1.204466 1.555231 1.711325

Cartesian forces (eV/Å) of the 3 atoms listed first:
In -1.2 -3.1 -2.3
O 1.1 -0.3 1.3
O -0.8 1.1 -0.1

***

# 7
Below is a single C5H8N2 molecule in a non-equilibrium geometry, with properties calculated with wB97M-V/def2-TZVPD.

Results
orbital gap = 0.3439 Eh
structure (SMILES) = C[C@@]12C[C@@H]1N=CN2
HOMO energy = -8.39 eV
energy above the lowest of the compared OMol25 structures with the same formula, charge and spin = 195.5 kJ/mol

Cartesian coordinates (Å):
N -0.605889 -1.144359 0.421940
N -1.993341 0.442675 -0.577492
C 1.655403 -0.477345 -0.451410
C 0.257007 -0.094600 0.077984
C 0.009276 1.255392 0.774024
C -1.906498 -0.710457 -0.008808
C -0.647778 0.969484 -0.456463
H 2.324714 -0.719615 0.404034
H -2.752437 -1.419339 0.124336
H -0.277575 -2.115195 0.723120
H 2.158564 0.293893 -1.109519
H -0.389132 1.424773 1.797504
H 0.912596 1.880892 0.668625
H 1.705375 -1.313050 -1.093401
H -0.450286 1.726854 -1.294470

Cartesian forces (eV/Å) of the 3 atoms listed first:
N -1.9 -1.2 0.0
N 0.7 -1.2 1.6
C 0.7 1.6 0.8